1.
C36H36F4N5Te2V | wB97M-V/def2-TZVPD

```
84
Properties=species:S:1:pos:R:3:forces:R:3:mulliken_charge:R:1
V -1.128 0.682 0.457 -0.6869 2.0652 0.4948 -0.092
C 3.647 -0.110 -3.819 0.4290 0.8032 0.0147 -1.038
C 2.493 0.944 -3.790 -1.4863 0.4592 0.6293 -0.441
N 2.141 1.596 -2.485 1.4903 0.2182 -0.5306 0.204
C 3.139 2.439 -1.776 -0.6009 -0.9108 0.2641 -1.300
C 3.558 1.890 -0.334 -0.5977 0.6912 -1.9223 0.455
C 0.890 1.288 -1.874 -1.0884 -1.8750 -0.9339 0.658
C -0.084 2.474 -1.628 0.9465 1.6467 -1.7635 -0.939
N -1.133 2.249 -0.685 -1.1401 -0.1223 1.1842 1.017
C -1.938 3.315 -0.278 -2.5125 2.8321 -0.1335 -0.323
C -1.474 4.422 0.593 1.3300 -2.7108 -0.6626 0.524
F -0.219 4.236 1.126 -0.8957 0.3829 -0.4931 -0.210
C -2.187 5.534 0.947 -2.4213 -0.4571 -0.5744 -0.220
F -1.725 6.474 1.786 0.1075 -0.4229 -0.3514 -0.300
C -3.539 5.621 0.489 2.3922 0.2908 0.4872 -0.350
C -4.051 4.684 -0.374 -0.5186 0.4474 0.2847 0.160
F -5.308 4.963 -0.841 0.9093 -0.8133 0.0267 -0.318
C -3.337 3.550 -0.759 2.3913 -0.2940 0.2614 0.148
F -3.907 2.749 -1.692 0.4990 0.1895 0.8009 -0.208
H 3.288 -1.103 -4.055 -0.3183 -0.3131 0.5153 0.353
H 4.213 -0.097 -2.848 -0.4691 -0.1491 -0.9769 0.217
H 4.346 0.064 -4.671 -0.2793 0.3332 0.7662 0.283
H 1.493 0.483 -4.055 1.3816 0.2654 -0.1704 0.199
H 2.652 1.757 -4.525 0.2295 -0.4535 0.1697 0.517
H 2.723 3.466 -1.705 0.5860 -0.3113 0.0491 0.358
H 4.075 2.414 -2.352 -0.5523 0.3475 -0.2090 0.446
H 2.022 3.082 0.723 -1.0802 0.0088 -0.8145 -0.254
H 4.657 1.921 -0.364 -0.2886 -0.3450 0.5091 0.604
H 3.187 0.849 -0.330 0.3342 0.4284 0.3696 -0.428
H 1.003 0.593 -1.010 -0.0806 0.7247 -0.0306 -0.048
H 0.369 0.604 -2.626 0.4881 0.9070 1.0468 -0.759
H -0.539 2.710 -2.654 0.4860 -0.2237 1.0554 0.045
H 0.514 3.403 -1.378 -0.4936 -0.8796 0.0090 0.444
H -4.060 6.512 0.771 -0.5444 0.1493 -0.0130 0.483
N 6.760 -5.377 2.792 -2.0522 1.3975 0.0115 -0.534
C 5.795 -4.721 2.687 2.1297 -2.0424 -0.0681 -0.030
C 4.677 -3.895 2.396 -1.1948 1.6638 -0.5827 0.348
C 3.333 -4.183 2.684 1.0560 -0.0546 0.1053 -0.824
C 2.335 -3.241 2.450 -0.2959 -1.2357 1.4185 -0.660
C 2.623 -2.076 1.783 -0.2425 0.8321 -0.2133 0.002
C 3.967 -1.749 1.489 -0.6936 -0.7370 -0.1580 -0.104
C 4.963 -2.640 1.786 -0.1193 -1.2182 0.8420 -0.944
C 1.459 -1.252 1.395 -2.3153 -0.1865 -1.1913 0.521
C 0.287 -1.910 0.783 1.7563 1.1294 0.1181 -0.287
C 0.137 -3.329 0.539 0.1519 0.9630 -0.2679 -0.781
C -1.121 -3.481 0.012 -0.3828 0.0213 0.3588 -1.486
C -1.776 -2.248 -0.049 1.8700 1.4300 0.7677 -1.067
N -0.863 -1.224 0.300 -0.0490 -3.3343 0.8871 1.146
C 1.419 0.166 1.633 -0.6212 -1.6884 -1.3108 1.415
C 2.481 0.760 2.370 1.3944 2.7042 1.0290 -0.842
C 3.044 1.979 2.060 0.6499 -2.1020 3.8604 -1.061
C 3.023 2.728 0.830 0.8590 1.8512 -0.8015 -0.193
N 0.423 0.876 1.154 0.1036 -0.6904 0.8563 -0.102
H 3.114 -5.153 3.088 -0.2451 -0.1695 0.4181 0.506
H 1.333 -3.400 2.931 1.0202 0.0592 -1.0105 0.564
H 4.229 -0.858 0.966 -0.0768 0.6008 -0.2175 0.472
H 5.997 -2.457 1.585 0.3891 0.4276 -0.2380 0.482
H 0.903 -4.091 0.691 -0.5020 0.3888 -0.0713 0.672
H -1.582 -4.402 -0.212 -0.4213 -0.8326 -0.2871 0.606
H -2.812 -1.988 -0.209 0.1378 -0.2327 -0.1867 0.819
H 2.723 0.242 3.323 0.0092 0.6280 -0.6841 0.519
H 3.659 2.422 2.889 -0.3553 -0.6559 -0.8187 0.352
H 3.590 3.730 0.944 -0.4799 -1.7266 -0.2126 0.475
C -3.829 0.752 -3.633 0.0841 0.4251 -1.5129 -1.164
Te -2.443 -0.072 -2.270 0.1891 -1.1919 -1.4001 0.575
C -1.679 -1.805 -3.514 -0.2115 0.5927 0.5444 -0.977
H -3.711 1.827 -3.893 0.2615 -0.9062 0.3593 0.319
H -4.823 0.588 -3.303 -0.8699 0.0640 0.7938 0.418
H -3.805 0.154 -4.552 0.4724 0.1735 0.0613 0.374
H -2.422 -2.071 -4.279 0.2180 0.1487 0.3512 0.382
H -1.521 -2.637 -2.811 -0.1264 0.3314 -0.3145 0.208
H -0.721 -1.523 -3.976 -0.4820 -0.0161 0.2046 0.278
Te -3.311 0.639 2.225 0.8017 0.0076 -0.4726 0.028
C -4.025 -1.343 2.526 -0.2261 -1.3590 -0.0166 -0.088
C -3.287 -2.344 3.285 -0.2101 3.2794 -0.9117 -0.265
C -3.896 -3.517 3.563 -1.7612 -1.6465 -0.7278 -0.567
C -5.198 -3.834 3.006 1.5073 0.1500 1.0083 -0.392
C -5.881 -2.904 2.266 -1.0184 -0.2658 -0.1330 -0.450
C -5.317 -1.668 2.037 1.8733 0.9711 -0.1410 -0.309
H -2.288 -2.017 3.649 -0.8037 -0.6443 -0.1437 0.310
H -3.395 -4.262 4.167 -0.0055 -0.0838 -0.0081 0.372
H -5.626 -4.805 3.197 -0.0246 -0.0962 0.1114 0.396
H -6.908 -3.063 1.867 0.9505 -0.2523 0.3428 0.318
H -5.819 -0.984 1.363 -0.0441 0.2193 0.2944 0.362
```
Positions in Å, forces in eV/Å.

Values from the calculation:
Kohn-Sham gap (spin up / spin down): 6.02 / 5.26 eV
Electronic energy: -3546.438452 Eh
HOMO level (spin up / spin down): -7.28 / -7.54 eV
LUMO energy (spin up / spin down): -0.04610 / -0.08370 Eh
Relative energy (zero: lowest compared OMol25 entry of this formula, charge and spin): 20.6 kJ/mol
Multiplicity: 3

2.
C20H36NO10P | wB97M-V/def2-TZVPD

```
68
Properties=species:S:1:pos:R:3:forces:R:3:mulliken_charge:R:1
C 3.396 -1.189 -0.011 0.3960 0.3132 -0.6068 -0.796
C 2.625 0.064 -0.454 -0.4071 -0.2989 0.6332 -0.563
C 1.138 0.042 -0.049 0.5731 -0.4127 -0.3147 0.001
O 0.837 1.006 0.953 -0.1596 0.1915 0.1231 -0.381
C 0.022 2.065 0.503 -0.0706 -0.5866 -0.1169 -0.941
C -1.400 1.581 0.359 0.6279 0.4698 0.0500 0.565
C -2.146 1.773 -0.713 -0.5668 -0.5113 0.2641 0.555
O -1.702 2.512 -1.816 -0.2809 0.2128 0.0934 -0.467
C -1.219 1.750 -2.745 0.2706 -0.0234 0.1704 0.534
N -0.696 1.055 -3.496 -0.0135 -0.1031 -0.3676 -0.486
C -3.538 1.218 -0.798 0.4016 0.3107 -0.6104 0.348
O -4.342 1.693 -1.558 -0.1121 -0.0743 0.0008 -0.559
C -3.805 0.055 0.087 -1.0592 0.0626 0.2234 0.926
P -5.067 -1.172 -0.321 0.2911 -1.0207 -1.0097 0.795
O -4.477 -2.209 -1.180 0.2352 0.0821 -0.0033 -0.672
O -6.286 -0.443 -1.010 -0.0877 -0.1146 0.5389 -0.449
O -5.621 -1.823 1.034 0.4386 0.7328 0.0431 -0.526
C -3.084 -0.120 1.185 0.2906 0.1292 -0.0850 -0.608
C -1.994 0.843 1.508 -0.0877 -0.1405 0.3435 0.042
O -1.640 1.039 2.643 0.0570 -0.0777 -0.0774 -0.536
H 4.051 -1.500 -0.821 0.0975 -0.2409 -0.0637 0.166
H 2.763 -2.031 0.254 -0.1811 -0.0466 -0.0408 0.308
H 4.040 -1.006 0.836 -0.0627 0.0654 0.0656 0.141
H 3.048 0.928 0.052 0.1383 0.2538 -0.2400 0.320
H 2.703 0.188 -1.528 0.0493 0.1629 -0.1481 0.331
H 0.918 -0.948 0.347 -0.2158 -0.0155 0.2198 0.362
H 0.526 0.161 -0.942 -0.2940 0.2468 -0.0090 -0.031
H 0.364 2.399 -0.474 0.0895 0.3707 -0.0367 0.450
H 0.061 2.873 1.226 0.1120 0.0710 0.1134 0.294
H -6.626 -1.100 -1.644 -0.1463 0.3244 -0.0636 0.354
H -4.910 -2.415 1.329 -0.4399 -0.2361 0.1301 0.354
H -3.278 -0.936 1.859 0.0692 0.0676 0.3941 0.215
C -6.506 4.599 1.379 0.0475 -0.0203 0.1636 -1.225
C -5.363 5.423 0.806 -0.2780 -0.3084 -0.3219 0.388
C -5.657 5.864 -0.619 0.1186 0.1020 -0.0338 -1.206
O -4.149 4.673 0.847 0.2505 0.0849 0.2045 -0.502
H -6.657 3.693 0.784 -0.0278 0.0474 -0.0745 0.275
H -6.280 4.289 2.399 0.0006 0.0416 0.0107 0.308
H -7.438 5.165 1.386 -0.0093 -0.0096 -0.0174 0.396
H -5.193 6.299 1.433 0.1215 -0.0284 0.0380 0.304
H -5.784 4.994 -1.269 -0.0679 -0.0269 0.0404 0.284
H -4.829 6.451 -1.017 -0.0070 0.0280 0.0293 0.311
H -6.566 6.466 -0.668 -0.0111 -0.0138 -0.0045 0.389
H -4.260 3.892 0.294 -0.1274 0.0393 -0.1035 0.260
C 6.344 -3.638 -4.897 0.1280 -0.0729 0.0633 -1.272
C 5.478 -3.466 -3.659 -0.0892 0.2947 -0.3519 0.399
C 4.044 -3.116 -4.026 -0.0753 -0.0289 0.1419 -1.163
O 6.027 -2.458 -2.810 0.0283 -0.1270 0.1633 -0.541
H 6.378 -2.708 -5.471 -0.0837 -0.0048 -0.0240 0.343
H 7.368 -3.887 -4.616 -0.0147 -0.0311 0.0186 0.312
H 5.959 -4.428 -5.544 -0.0091 0.0151 -0.0137 0.365
H 5.491 -4.386 -3.074 0.0464 0.0430 0.1005 0.248
H 4.009 -2.170 -4.573 0.0397 -0.0317 -0.0698 0.330
H 3.438 -2.996 -3.127 0.0075 -0.0380 0.0101 0.236
H 3.593 -3.890 -4.648 0.0005 0.0126 -0.0170 0.388
H 6.028 -1.628 -3.300 0.0010 -0.0082 -0.0051 0.348
C 2.051 -2.276 3.837 -0.0616 -0.0576 -0.1367 -1.118
C 3.482 -2.775 3.691 -0.0853 0.3576 0.2950 0.335
C 4.206 -2.780 5.029 0.1301 -0.0944 -0.0359 -1.353
O 4.186 -1.967 2.748 0.0919 -0.2877 0.3004 -0.499
H 2.040 -1.247 4.208 0.0246 -0.0177 0.0648 0.325
H 1.546 -2.277 2.870 0.0090 -0.0310 -0.0023 0.188
H 1.483 -2.898 4.529 -0.0001 0.0140 0.0147 0.410
H 3.477 -3.783 3.275 0.0611 0.0223 -0.1005 0.265
H 4.259 -1.767 5.437 -0.0861 0.0059 0.0141 0.361
H 5.229 -3.137 4.908 -0.0136 -0.0337 -0.0139 0.327
H 3.698 -3.417 5.754 -0.0086 0.0178 0.0082 0.380
H 4.207 -1.067 3.093 -0.0030 -0.0189 0.0316 0.357
```
Positions in Å, forces in eV/Å.

Values from the calculation:
Kohn-Sham gap: 8.04 eV
Electronic energy: -1932.152161 Eh
HOMO level: -10.11 eV
LUMO energy: -0.07589 Eh
Relative energy (zero: lowest compared OMol25 entry of this formula, charge and spin): 38.8 kJ/mol
Structure (SMILES): CCCOCC1=C(OC#N)C(=O)C(P(=O)(O)O)=CC1=O.CC(C)O.CC(C)O.CC(C)O